1.
{"formula": "C13H25Br2Cl3F3NO2P", "method": "wB97M-V/def2-TZVPD", "symbols": ["C", "C", "C", "C", "O", "P", "C", "C", "N", "C", "C", "C", "F", "Br", "C", "F", "F", "Br", "C", "O", "C", "H", "H", "H", "H", "H", "H", "H", "H", "H", "H", "H", "H", "H", "H", "H", "H", "H", "H", "H", "H", "H", "H", "H", "H", "C", "Cl", "Cl", "Cl", "H"], "coordinates": [[-1.9885, 2.7738, -4.0531], [-1.1106, 1.7174, -3.3622], [-0.2544, 2.3709, -2.2661], [-0.5377, 1.8178, -0.8637], [0.1619, 0.6180, -0.7173], [0.3805, 0.0449, 0.9391], [2.0743, 0.9981, 0.9829], [2.9028, 0.6784, 2.1713], [3.3600, 1.5381, 2.9667], [-1.3650, -0.8353, 0.9515], [-1.9071, -0.7136, 2.3472], [-3.4048, -0.9281, 2.4319], [-3.8047, -1.9999, 1.7614], [-4.2770, 0.6963, 1.7139], [-3.9020, -1.0300, 3.8702], [-3.4145, -0.0712, 4.6042], [-5.2197, -0.9872, 3.9620], [-3.3503, -2.7559, 4.6298], [1.2040, -1.5204, 0.1885], [1.3609, -2.5169, 1.2121], [2.4036, -3.4130, 0.9137], [-2.8211, 3.0166, -3.4065], [-2.3235, 2.4568, -5.0358], [-1.3752, 3.6521, -4.2019], [-1.7036, 0.8994, -2.9731], [-0.4366, 1.3327, -4.1193], [0.8033, 2.2589, -2.4592], [-0.4706, 3.4354, -2.2128], [-1.6145, 1.6070, -0.8305], [-0.2366, 2.5861, -0.1519], [-0.2895, 1.1947, 1.5333], [0.5968, -0.4688, 2.2828], [1.8107, 2.0549, 0.9993], [2.6219, 0.8503, 0.0579], [3.1289, -0.3634, 2.3558], [3.0719, 2.4656, 2.6598], [-2.0447, -0.3532, 0.2586], [-1.2144, -1.8767, 0.7085], [-1.7150, 0.2651, 2.7828], [-1.4576, -1.4392, 3.0154], [0.5953, -1.9274, -0.6162], [2.1807, -1.3065, -0.2460], [2.2350, -4.3219, 1.4839], [2.4311, -3.6921, -0.1390], [3.3510, -2.9681, 1.2231], [3.1597, -1.2165, -3.5613], [4.4111, -0.9456, -2.3441], [1.9301, -2.3255, -2.9596], [2.4363, 0.3125, -4.0610], [3.6272, -1.6653, -4.4271]], "mulliken_charge": [-1.430, -0.076, -0.906, -0.614, -0.145, -0.062, -0.673, 0.239, -0.895, -0.802, -0.951, 0.402, -0.324, -0.129, 0.539, -0.201, -0.208, -0.169, -0.966, -0.244, -0.790, 0.306, 0.408, 0.365, 0.324, 0.140, 0.236, 0.510, 0.194, 0.407, 0.107, 0.173, 0.256, 0.226, 0.345, 0.300, 0.422, 0.317, 0.494, 0.299, 0.448, 0.394, 0.229, 0.292, 0.259, -0.103, -0.143, -0.080, -0.120, 0.401], "homo_lumo_gap_ev": 6.52, "total_charge": -1, "e_homo_ev": -4.147, "total_energy_ha": -7885.06644}

---

2.
{"formula": "C13H25CaO10P", "method": "wB97M-V/def2-TZVPD", "symbols": ["Ca", "P", "O", "O", "O", "O", "O", "C", "O", "O", "H", "C", "C", "C", "O", "C", "H", "H", "H", "H", "H", "H", "H", "H", "C", "C", "C", "O", "C", "H", "H", "H", "H", "H", "H", "H", "H", "C", "C", "C", "O", "C", "H", "H", "H", "H", "H", "H", "H", "H"], "coordinates": [[0.2543, -1.1257, -0.3085], [2.2570, -2.0933, -1.9065], [3.3838, -3.0497, -2.1885], [1.2796, -2.9575, -1.0663], [1.6275, -2.0577, -3.2817], [2.3437, -0.8328, -1.0011], [-3.1379, -1.8760, 2.1632], [-2.0726, -1.5452, 1.4141], [-1.5816, -0.4099, 1.4431], [-1.4996, -2.3128, 0.6658], [-3.2127, -1.0380, 2.6256], [0.9666, 3.4717, -0.4657], [0.4238, 3.3213, 0.9515], [-0.6639, 2.3028, 0.6542], [-0.0359, 1.3428, -0.2285], [1.0102, 2.0384, -0.9375], [1.8968, 4.0393, -0.4417], [0.3550, 4.0602, -1.1496], [0.1526, 4.2754, 1.4035], [1.1059, 2.8467, 1.6568], [-1.4946, 2.7869, 0.1406], [-1.0458, 1.9100, 1.5965], [0.8810, 1.9948, -2.0189], [1.9383, 1.5104, -0.7184], [-2.5872, -0.0726, -3.8381], [-2.2736, -1.5423, -4.0743], [-1.7109, -2.1054, -2.8218], [-1.4350, -1.0290, -1.9483], [-2.4139, 0.0229, -2.3239], [-3.5897, 0.2583, -4.1093], [-1.7893, 0.4608, -4.3548], [-1.4693, -1.6965, -4.7936], [-3.0506, -2.1150, -4.5804], [-0.7855, -2.6522, -3.0029], [-2.3947, -2.8282, -2.3766], [-2.1131, 1.0265, -2.0234], [-3.3356, -0.1702, -1.7751], [1.6953, -0.4415, 4.3849], [2.5580, 0.3888, 3.4639], [2.6161, -0.3648, 2.1604], [1.2318, -0.6895, 2.0758], [0.5876, -0.8291, 3.3574], [1.2492, -0.0354, 5.2927], [2.3205, -1.2506, 4.7624], [3.5688, 0.6958, 3.7325], [2.0038, 1.3202, 3.3477], [3.3005, -1.2128, 2.1377], [2.7050, 0.2208, 1.2454], [0.2297, -1.8248, 3.6193], [-0.2499, -0.1364, 3.4402]], "mulliken_charge": [1.524, 0.310, -0.894, -0.801, -0.748, -0.506, -0.602, 0.636, -0.576, -0.688, 0.305, -0.647, -0.177, -0.533, 0.111, -0.466, 0.322, 0.299, 0.364, -0.062, 0.290, 0.151, 0.252, 0.260, -0.436, -0.713, -0.510, -0.025, -0.505, 0.331, 0.256, 0.267, 0.356, 0.322, 0.197, 0.107, 0.313, -0.795, -0.312, -0.173, -0.169, -0.497, 0.384, 0.307, 0.476, -0.062, 0.313, -0.065, 0.224, 0.284], "homo_lumo_gap_ev": 2.86, "total_charge": -2, "relative_energy_kcal_mol": 58.8, "e_homo_ev": 1.562, "total_energy_ha": -2281.85702}

---

3.
{"formula": "C13H25Cl3NO4P2Sm", "method": "wB97M-V/def2-TZVPD", "symbols": ["C", "C", "N", "C", "C", "C", "C", "P", "Sm", "P", "C", "O", "O", "H", "H", "H", "C", "C", "H", "H", "H", "H", "C", "C", "H", "H", "H", "H", "H", "H", "H", "H", "H", "H", "H", "H", "H", "H", "H", "H", "H", "H", "Cl", "C", "Cl", "Cl", "C", "O", "O"], "coordinates": [[3.2800, 1.8346, 0.3957], [2.0822, 1.0919, 0.6715], [1.4834, 0.3611, -0.3583], [2.1010, 0.2992, -1.5533], [3.3173, 0.9261, -1.8126], [3.8897, 1.7605, -0.8466], [1.5523, 1.0419, 1.9973], [0.4749, -0.2586, 2.6287], [-0.9863, -0.4211, -0.0450], [-0.2940, -0.6799, -2.7762], [1.5198, -0.5615, -2.6631], [1.1478, 5.0182, 1.8324], [-3.4806, 2.2528, 2.9440], [3.5941, 2.5580, 1.1573], [3.7692, 0.7965, -2.7951], [4.7887, 2.3454, -1.0779], [1.6831, -1.3421, 3.5472], [-0.3402, 0.6096, 4.0350], [1.8475, -0.1742, -3.6321], [1.8959, -1.5846, -2.5371], [0.4376, 4.5054, 2.3198], [2.1484, 1.6272, 2.7346], [-0.4868, -2.2987, -3.5561], [-0.6850, 0.4906, -4.0941], [-1.9233, 0.9730, -1.6380], [-4.0126, 2.5879, 2.2052], [-2.6212, 2.6657, 2.8112], [0.7643, 5.0434, 0.9413], [0.0333, -1.9045, -0.1008], [-2.3514, 0.5122, -2.0869], [2.0770, -0.8712, 4.4626], [1.1925, -2.2787, 3.8527], [2.5251, -1.6117, 2.8916], [0.3591, 1.0533, 4.7597], [-1.0140, 1.3894, 3.6550], [-0.9493, -0.1451, 4.5517], [-0.2730, 0.1473, -5.0479], [-1.7713, 0.5936, -4.1863], [-0.2801, 1.4740, -3.8357], [-0.3421, -2.1568, -4.6350], [0.2545, -2.9966, -3.1490], [-1.4917, -2.6893, -3.3488], [-4.5895, -4.9218, 0.6382], [-3.4272, -3.7210, 0.0698], [-1.8214, -4.0521, 0.7515], [-3.3605, -3.7311, -1.6995], [-3.8658, -2.1987, 0.4596], [-4.9871, -1.9962, 0.8650], [-2.8644, -1.3630, 0.2966]], "mulliken_spin": [0.000, -0.007, -0.009, 0.002, -0.001, 0.000, 0.003, -0.012, 5.118, -0.015, -0.003, 0.000, 0.000, 0.000, 0.000, 0.000, 0.000, -0.001, 0.000, -0.001, 0.000, 0.000, -0.002, -0.002, 0.006, 0.000, 0.000, 0.000, -0.076, -0.002, 0.000, 0.000, 0.000, 0.000, 0.000, 0.000, 0.000, 0.001, 0.000, 0.000, 0.000, 0.001, 0.000, 0.000, -0.001, 0.000, -0.001, 0.001, 0.003], "homo_lumo_gap_ev": [5.73, 5.78], "multiplicity": 6, "s_squared": 8.769, "relative_energy_kcal_mol": 6.0, "e_homo_ev": [-6.419, -6.427], "total_energy_ha": -3587.23211}